No. 1
Formula: C53H44N4O4PS2SiSr
Source: the Open Molecules 2025 dataset
Level of theory: ωB97M-V/def2-TZVPD

As for the total charge: -1. The orbital gap is 5.5 eV.

Last column: Mulliken charge in e.
CARTESIAN COORDINATES (ANGSTROEM)
C 4.869490 1.885739 3.815963  -0.7072
H -0.925717 -0.934646 -5.235642  0.6651
H 5.822836 1.897976 4.329834  0.3923
C 3.395855 -1.700919 0.719109  -0.7281
H -2.343312 -6.311551 3.228964  0.3795
C 0.924512 -5.037747 1.073758  -1.1921
C 3.115132 -4.072815 1.296032  1.1005
H 0.234157 -5.868518 1.126532  0.4493
C -6.203853 -0.067421 -0.750228  -0.9028
H -2.449416 2.167567 2.445810  0.1287
H -3.848511 -0.155046 6.578985  0.3736
C -3.519908 1.748251 5.636399  -0.3807
H -7.231648 -0.489171 1.095664  0.3741
O 4.595928 0.956820 -0.512149  -0.8031
C 0.269651 3.792096 -0.772854  -1.3323
C -2.695197 3.029690 -1.613273  -0.3113
C -1.706070 2.568696 -2.484564  0.2123
H -3.866245 -3.203848 -3.090654  0.4323
C -3.409493 2.302444 -4.192580  -0.8729
H -5.163663 -0.826184 2.390546  0.4718
C -4.014594 3.162400 -2.036451  -0.3603
C -2.179102 -2.443846 -1.989186  -0.5029
O 2.264236 1.732066 -0.318453  -0.1362
C 3.725121 2.333323 4.473166  -0.5047
Si -2.213365 -0.661584 1.768221  -0.6300
H -0.557101 4.289607 -4.145545  0.4083
C 0.477291 3.972829 -4.227401  -0.2839
H 5.398387 -0.989008 0.745635  0.5947
N -1.035959 -1.753506 -1.983066  0.1253
H 6.358367 -3.127572 1.558770  0.3777
C 2.556154 -2.852377 0.883064  0.0877
H -0.697009 -2.372015 3.608456  0.3525
C 2.236952 -5.180768 1.393323  -0.8570
H 0.863230 5.279960 -5.882297  0.4009
H -3.786282 2.323913 6.515837  0.3463
C -6.267299 -0.381970 0.608504  -0.8319
H -0.438233 4.580433 -1.028602  0.6717
C -3.830515 -0.404478 0.754999  -0.5264
C -3.136255 2.392182 4.462599  -0.7137
C -2.092111 2.169706 -3.767630  -0.4642
H -3.227191 -1.463722 4.589527  0.2818
N -3.273413 -1.151004 -6.358903  -0.2731
C 4.506169 -4.158504 1.571392  -0.9156
C 2.493354 2.342658 3.828641  -1.0278
H -0.680642 -4.752564 4.223239  0.4147
C -2.361984 -5.256148 2.975801  -0.6063
C -3.302332 -2.241354 -5.577793  -0.3910
C 5.291542 -3.063249 1.380159  -0.9312
O -0.517905 2.250722 0.836599  -0.4097
C -4.373744 2.817731 -3.331151  -0.8569
H -4.047017 -5.431051 1.652766  0.3869
H -0.597485 -3.616784 0.440382  0.3680
H 5.689836 1.098289 1.977743  0.4156
C 3.139820 3.230091 -4.441863  -0.6394
H 1.497128 1.957699 1.964066  -1.3583
H 1.600307 2.717131 4.311565  0.5359
C 0.074638 3.395900 0.699252  0.7856
H 0.323301 -0.691373 -3.112076  0.4776
C -2.511027 -2.082294 -4.316788  0.8255
C -3.190869 -0.377062 4.541285  0.1738
C 4.744698 -1.828719 0.938669  -0.5318
C -2.792637 0.244940 3.353001  0.3729
C -1.452962 -3.033843 3.185633  -0.2685
C 2.619806 4.177552 -5.314290  -0.4716
Sr 0.741628 0.496999 0.725000  1.2211
C 0.452000 -3.763253 0.678225  0.1057
C 3.575167 1.444575 1.862243  1.3523
H -3.687115 2.013215 -5.201754  0.3213
C -5.097125 -0.557460 1.336988  0.4379
H -3.107935 3.476731 4.422314  0.3905
H -4.767044 3.517700 -1.340784  0.4279
C -1.320059 -1.365592 -4.321406  -0.6366
O 0.472436 4.118862 1.606358  -0.8368
H -3.793035 -1.167098 -7.219358  0.2250
H -7.114248 0.053923 -1.328862  0.3724
C 1.282287 4.542606 -5.206456  -0.7136
H 1.276453 4.182547 -0.901600  0.5701
H -1.344138 1.776983 -4.451931  0.6650
H 2.631275 -6.138281 1.717641  0.3900
C 0.983997 3.014255 -3.345843  0.3346
H -2.440397 3.265657 -0.587884  0.0388
H -2.510534 -2.835397 -1.030184  0.3113
P 0.024423 2.312556 -1.910043  1.6145
C -4.965827 0.098717 -1.352283  -0.9030
S 3.346682 0.877496 0.189739  0.8826
C 2.424870 1.888468 2.525370  0.7209
N 2.704982 -0.535861 0.324294  0.1677
C -0.614004 -1.241325 -3.138741  -0.5262
C 4.806996 1.435587 2.502688  -0.3968
S -4.107994 -3.623605 -5.987299  -0.3492
H -5.400188 2.933848 -3.663535  0.3333
C -3.313674 -4.759967 2.090531  -0.6571
H -4.095361 -3.038880 1.077687  0.3224
H -2.842304 0.141474 -1.062583  0.6147
H 3.251172 4.634131 -6.066836  0.3681
H 2.752924 1.907557 -2.803900  0.1820
H -2.901304 -0.280013 -6.017886  0.1736
N 1.217762 -2.709272 0.597110  0.4213
C -2.401159 -2.498837 2.296840  0.5785
H 3.798493 2.689409 5.493671  0.3948
C -2.939401 -2.646287 -3.127924  -0.5968
C -2.774425 1.648843 3.345325  -0.6520
H 4.925897 -5.097932 1.914385  0.3755
C 2.326061 2.647385 -3.475070  -0.5034
C -3.547568 0.358935 5.670811  -0.7477
H 4.181827 2.939897 -4.506890  0.4333
C -1.432135 -4.379851 3.532505  -0.6890
H -4.902314 0.344681 -2.410906  0.5461
C -3.334362 -3.401285 1.766330  -0.1187
C -3.801086 -0.043831 -0.595073  0.3736

Atomic forces in eV per Å
-0.12 0.02 0.10
0.01 -0.04 0.07
-0.02 -0.01 0.00
-0.44 0.57 -0.19
-0.01 0.06 -0.01
-0.11 0.00 -0.07
0.05 -0.11 0.02
-0.02 0.03 0.03
0.04 -0.03 0.11
0.00 -0.04 0.09
0.01 0.02 -0.04
0.03 -0.09 -0.07
0.04 -0.03 -0.03
0.30 0.12 -0.02
-0.13 -0.38 0.03
-0.03 0.08 -0.12
-0.07 -0.14 0.06
0.05 0.00 0.00
0.05 0.03 0.10
-0.01 0.07 -0.11
0.11 0.04 -0.02
0.24 0.13 0.13
1.85 0.75 -0.47
0.12 -0.05 -0.04
0.05 0.02 -0.04
0.07 -0.03 0.00
0.02 0.05 0.02
0.01 -0.04 0.04
0.04 -0.05 -0.05
-0.02 0.04 0.00
-0.56 0.12 -0.15
-0.06 -0.06 -0.04
0.15 -0.06 0.05
0.02 -0.01 0.04
-0.01 -0.01 -0.02
0.08 0.01 -0.07
-0.02 0.09 -0.06
-0.13 0.11 -0.27
-0.02 -0.09 -0.01
-0.07 0.01 -0.05
0.01 0.12 0.01
-0.09 -0.05 -0.10
-0.16 -0.03 -0.04
0.08 -0.11 -0.05
-0.05 0.04 -0.05
-0.04 0.10 -0.04
0.07 -0.02 0.21
-0.04 0.31 -0.10
-0.66 2.42 0.35
0.09 0.05 -0.06
0.04 0.04 0.02
0.04 -0.02 0.04
0.01 0.05 -0.03
-0.11 0.01 -0.01
0.63 1.11 1.25
0.03 0.00 -0.02
-0.55 0.04 -0.25
-0.05 -0.05 0.01
-0.11 -0.14 -0.30
-0.04 0.04 0.07
0.19 -0.19 0.10
0.12 0.10 0.33
-0.07 -0.10 0.03
-0.07 -0.05 0.11
-5.90 -4.60 0.31
0.04 0.10 0.01
-0.13 0.28 0.19
0.01 0.03 0.03
-0.11 -0.04 -0.02
0.01 -0.05 0.00
0.07 -0.03 -0.04
0.04 0.05 -0.15
-0.02 -0.05 -0.22
-0.01 0.03 -0.02
0.03 -0.01 0.04
0.02 -0.06 0.04
0.03 0.00 -0.07
-0.06 0.04 0.04
0.00 0.02 -0.02
-0.05 -0.05 0.03
0.02 0.02 0.01
0.04 0.05 -0.07
-0.11 0.83 -0.32
0.03 -0.08 0.02
2.22 -0.06 -0.26
0.40 0.05 -0.34
2.42 -1.10 -0.41
-0.06 -0.02 0.27
-0.27 0.01 -0.01
0.12 0.22 0.07
0.07 -0.05 0.03
0.11 0.09 0.03
0.07 -0.04 0.08
0.08 -0.06 -0.09
-0.01 -0.02 0.00
-0.08 0.10 -0.02
-0.03 -0.01 0.02
0.55 0.12 0.20
-0.01 -0.27 0.01
0.01 0.00 -0.04
-0.15 -0.05 0.03
-0.03 0.02 0.06
-0.03 0.03 -0.04
0.02 -0.11 0.00
0.02 0.05 -0.09
-0.03 0.00 -0.01
-0.09 0.08 -0.04
0.01 -0.03 0.21
0.10 -0.10 0.02
-0.18 -0.05 0.08

No. 2
Formula: C5H26NO9
Source: the Open Molecules 2025 dataset
Level of theory: ωB97M-V/def2-TZVPD

As for the total charge: +1. The orbital gap is 10.9 eV.

Last column: natural (NBO) charge in e.
CARTESIAN COORDINATES (ANGSTROEM)
H -1.681353 1.754207 0.844802  0.2065
H -0.581257 -0.113755 2.511636  0.2393
H 0.300253 3.775543 -2.142628  0.4964
H 3.705321 1.358070 -1.199868  0.5005
H 0.769870 -0.680171 0.691710  0.4885
H 0.055945 0.550162 -0.029880  0.4387
H -1.686435 3.188677 2.799897  0.2153
O -0.133202 -2.698993 1.306550  -0.7304
O -2.113747 -3.187106 0.436110  -0.5300
H 0.172810 -3.565001 1.020499  0.5114
H 2.066732 -2.794121 -1.399244  0.4977
O 1.556007 0.763673 1.800326  -0.9866
O 1.045188 -0.701518 -3.476715  -0.9734
N 0.019192 -0.467375 -0.024566  -0.7225
H 0.148819 -0.854906 -0.953057  0.4594
C -1.953340 1.318467 1.806076  -0.4114
O 0.214438 -2.696170 -1.705479  -0.9856
H -2.531857 1.491489 -1.389323  0.4856
H -0.567693 -3.253092 -1.894040  0.5004
H 2.043499 0.969204 0.988259  0.5000
H 1.229296 2.652805 -1.688279  0.5094
H 2.164870 0.578890 2.525496  0.5028
C -1.289498 2.181632 2.976812  -0.6061
H 2.524745 0.464277 -1.212050  0.4924
H 1.520164 -0.408472 -4.264979  0.4990
H -2.106284 -0.753530 2.626768  0.2465
H -3.048545 1.489552 1.878035  0.2178
O 2.624592 -2.294105 -0.773084  -0.9854
C -1.516317 -0.134949 1.963610  -0.4443
H -2.162654 -0.501668 -0.027686  0.2661
C -1.337398 -2.336991 0.737717  0.7832
H -1.105541 1.876290 -1.679965  0.5104
H 0.233675 -2.260945 -2.577932  0.5030
H -0.211051 2.175008 2.981519  0.2194
H -1.779335 1.765085 3.873055  0.2093
O -1.649857 1.102531 -1.398399  -1.0094
O 2.773892 1.364405 -0.932099  -0.9775
H 3.158621 -2.947284 -0.316121  0.4811
H 0.199799 -0.229110 -3.565902  0.4863
O 0.290540 2.892057 -1.748955  -0.9815
C -1.362899 -0.832749 0.631361  -0.1223

Atomic forces in eV per Å
0.27 -0.28 0.00
0.48 -0.17 -0.25
-0.16 -0.14 0.11
-0.05 0.42 0.24
-0.74 -0.46 -1.10
-0.40 0.14 -0.49
0.40 -0.01 0.47
0.08 1.11 -0.02
-0.84 0.71 -0.59
-0.45 -0.36 0.08
0.26 0.24 0.52
-0.24 -0.21 -0.07
-0.58 0.50 -0.11
-0.76 0.85 2.51
0.09 -0.43 0.09
0.30 1.19 1.41
-1.56 -0.38 -1.39
-0.20 -0.30 0.01
0.34 -0.16 0.78
0.66 0.27 0.42
-0.07 -0.19 0.14
0.18 0.15 -0.34
-2.52 -0.56 -1.26
-0.10 0.16 0.00
0.19 -0.25 0.07
-0.81 0.07 -0.04
0.53 -0.46 0.00
-0.08 0.08 -0.26
0.47 0.26 0.07
0.34 -0.28 -0.16
1.73 -1.62 0.78
0.10 -0.54 0.17
0.83 0.25 0.05
0.16 -0.18 0.06
0.75 0.46 0.09
-0.08 0.92 -0.75
0.01 -0.82 -0.31
0.16 -0.04 0.01
0.19 -0.06 0.11
0.52 0.47 -0.26
0.61 -0.36 -0.78

No. 3
Formula: CHFNO2S
Source: the Open Molecules 2025 dataset
Level of theory: ωB97M-V/def2-TZVPD

As for the total charge: -1. The orbital gap is 9.1 eV.

Last column: natural (NBO) charge in e.
CARTESIAN COORDINATES (ANGSTROEM)
H 1.162608 -0.359632 -0.601201  0.0397
O 2.119214 1.303238 0.048298  -0.6911
F -2.021466 0.545884 -0.778290  -0.6604
O 0.151563 0.601862 0.841619  -0.7471
N -1.144625 -1.962212 -0.088244  -0.9056
C 1.168521 0.550885 0.087930  0.6496
S -1.435813 -0.680027 0.489885  1.3149

Atomic forces in eV per Å
-0.01 0.60 0.30
0.53 0.63 0.15
0.30 -0.68 0.68
-0.70 0.39 0.76
0.06 0.55 0.23
0.17 -1.66 -1.20
-0.35 0.17 -0.92

No. 4
Formula: C8H10IN3
Source: the Open Molecules 2025 dataset
Level of theory: ωB97M-V/def2-TZVPD

The SMILES is CC1=C(C)c2nccn2N(I)C1. The orbital gap is 7.8 eV.

Last column: natural (NBO) charge in e.
CARTESIAN COORDINATES (ANGSTROEM)
C -0.785804 -0.224031 -0.255343  0.0293
N -0.569779 0.407057 2.169307  -0.4388
H -2.713157 -0.004345 -1.145362  0.2200
I -1.096708 2.283761 2.703534  0.3323
H -2.395818 -0.135227 1.219304  0.2225
H 3.952131 0.041558 2.507385  0.1975
C -1.286454 -0.356350 1.211007  -0.2749
C -1.763278 -0.471719 -1.433628  -0.6509
H 2.027304 -0.371460 -1.946266  0.2372
H -1.248025 -1.409499 1.473768  0.2177
H -1.945185 -1.546461 -1.725148  0.2224
C 1.471989 0.061869 0.621595  0.3092
H -1.269367 -0.124247 -2.286324  0.2226
H 1.000157 1.085180 -2.119141  0.2228
N 2.780955 -0.018165 0.620346  -0.4400
H 0.390750 -0.518726 -2.355000  0.2039
H 1.771225 0.116840 3.814253  0.2223
C 3.034845 0.069937 2.020766  -0.0769
N 0.951171 0.175960 1.871755  -0.2011
C 0.529440 -0.094527 -0.467371  -0.0382
C 1.076574 0.094316 -1.833662  -0.6287
C 1.938382 0.169473 2.831417  -0.1101

Atomic forces in eV per Å
-0.51 -1.31 0.43
3.97 -1.37 0.51
0.14 0.00 -0.75
0.10 0.29 -0.44
1.23 0.19 0.28
1.99 -0.20 -0.13
-1.75 0.06 -2.50
-0.04 -1.03 2.20
0.97 0.18 -0.05
0.31 -0.32 0.30
0.11 0.73 0.99
-1.20 -0.07 0.43
-0.23 1.27 -1.36
0.25 1.97 -0.80
-0.14 0.28 2.69
-0.13 -0.31 -1.62
-0.52 0.08 3.45
-0.25 -0.09 -0.26
-4.17 0.76 1.36
0.16 1.28 0.07
-0.57 -2.47 0.92
0.27 0.07 -5.73

No. 5
Formula: C18H20F3N3O2S
Source: the Open Molecules 2025 dataset
Level of theory: ωB97M-V/def2-TZVPD

The orbital gap is 7.9 eV.

Last column: natural (NBO) charge in e.
CARTESIAN COORDINATES (ANGSTROEM)
H 5.326801 0.438776 -2.076173  0.2395
C -2.913681 0.594506 2.611678  -0.5190
C 2.831335 3.682296 1.234264  0.0074
N -0.731861 0.102715 1.869301  -0.7234
F 1.334414 -0.941656 3.217654  -0.3034
H 4.873167 2.957628 1.456734  0.2151
H 5.253546 -1.537651 -0.228025  0.2237
H -3.729705 1.016101 2.012622  0.2196
H 3.992210 2.811346 -2.192950  0.2457
H -0.464265 6.557612 1.484723  0.2343
C 0.878479 4.934288 -0.323241  -0.1965
F 1.329236 1.274496 3.423507  -0.3154
C 2.382749 3.157309 0.024116  0.1450
H -3.114466 0.845284 3.667321  0.2211
H 1.176410 2.091568 -2.142553  0.2210
C 0.617463 6.720745 1.369740  -0.6264
C 1.452882 3.750890 -0.812155  0.0081
C 4.151817 -1.390657 -0.287618  -0.4099
C -1.403187 -1.078725 1.780612  0.6816
H -3.573693 -1.357905 1.818344  0.2219
C 3.936453 3.053232 2.017499  -0.6548
H 1.071046 7.000132 2.329635  0.2141
F 3.169105 0.178408 2.747520  -0.3516
H 4.137026 3.646351 2.916838  0.2270
H 3.675533 2.067850 2.390766  0.2426
C 1.791905 0.216816 2.663846  0.8704
H 3.655459 -1.727397 0.625832  0.2489
H 1.855506 3.530343 -2.934541  0.2148
N 2.994128 1.982970 -0.480455  -0.3414
N 3.818632 0.003454 -0.537306  -0.3177
C 2.209923 4.847683 1.687624  -0.2014
H -2.847400 -1.411726 3.413030  0.2222
C -1.551282 1.154822 2.119820  0.6835
C 3.912670 1.969964 -1.527820  -0.0364
C 1.156126 3.186361 -2.158511  -0.6421
H 0.789230 7.499911 0.613367  0.2186
H 0.126187 5.436023 -0.932465  0.2109
C 4.511362 0.766261 -1.471365  -0.0680
C -2.787032 -0.908244 2.434830  -0.5186
H 2.538515 5.293428 2.634174  0.2135
S 1.333560 0.442284 0.895804  0.3624
O -1.014522 -2.131103 1.243123  -0.6479
C 1.251515 5.456805 0.907652  0.0196
O -1.316282 2.349057 1.965899  -0.6480
H 3.781677 -1.971951 -1.145825  0.2213
H 0.157885 3.503223 -2.474335  0.2375
C 2.821997 0.731967 0.003975  0.2305

Atomic forces in eV per Å
0.16 -0.59 -0.06
-0.35 0.32 0.06
-0.36 0.26 0.03
0.90 0.11 -0.61
0.77 1.62 -0.71
-0.16 0.07 -0.06
-0.82 0.34 0.13
0.21 0.06 0.12
0.41 0.06 0.20
0.30 0.26 0.08
0.19 -0.80 -0.64
1.02 -1.75 -1.04
-0.07 0.28 -0.23
0.27 0.24 -0.47
-0.08 0.18 -0.10
-0.15 0.20 0.14
-0.15 1.25 0.86
-0.05 -0.61 -0.34
-0.26 -1.32 -0.20
0.24 0.10 -0.01
0.25 -0.02 0.58
-0.37 0.24 -0.27
-1.08 -0.19 0.41
0.05 0.02 -0.26
0.04 0.12 -0.19
0.05 -0.03 0.66
0.17 0.07 -0.18
-0.08 -0.05 0.25
0.28 -0.93 -1.15
0.55 -0.05 -0.29
0.72 -0.59 -0.13
0.35 -0.06 -0.41
-1.04 0.07 0.46
-0.17 0.25 1.26
-0.61 -0.09 -0.38
-0.16 -0.01 0.39
0.14 -0.01 0.20
-0.77 0.12 -0.22
-0.24 -0.32 0.05
-0.23 -0.18 -0.39
-2.00 -0.87 0.17
-0.26 1.67 0.95
-0.40 0.23 -0.24
0.19 -0.73 0.17
0.10 -0.02 0.41
0.13 -0.10 0.00
2.36 1.17 0.97

No. 6
Formula: C4H8O2
Source: the Open Molecules 2025 dataset
Level of theory: ωB97M-V/def2-TZVPD

The orbital gap is 8.4 eV.

Last column: natural (NBO) charge in e.
CARTESIAN COORDINATES (ANGSTROEM)
C 1.711631 -0.188139 -0.688831  -0.7284
H 1.532863 0.778120 -0.199009  0.2574
C -0.952880 1.443022 1.205818  -0.8642
H -0.180076 2.179710 1.441578  0.2133
C -0.247223 -1.603788 0.367280  0.1933
H -1.524887 -1.718335 -1.005880  0.4810
H -1.140200 1.441585 0.127073  0.2077
C 0.390849 -0.852035 -0.882120  0.4619
H -1.876082 1.705299 1.727714  0.2231
O -0.233079 -0.845890 -1.928379  -0.5463
H -0.625638 0.450814 1.535146  0.2211
O -1.400243 -1.996936 -0.047768  -0.6065
H 2.212000 -0.015986 -1.643449  0.2395
H 2.332963 -0.777442 -0.009174  0.2472

Atomic forces in eV per Å
0.04 -0.02 -0.03
0.00 -0.14 -0.04
-0.01 0.01 -0.01
-0.12 -0.10 -0.04
-0.33 -0.16 -0.24
0.05 -0.02 0.10
0.03 0.01 0.17
-0.07 0.19 -0.41
0.14 -0.04 -0.08
0.25 -0.05 0.48
-0.06 0.21 -0.02
0.24 0.07 0.07
-0.08 -0.01 0.12
-0.09 0.05 -0.09

Q: Which of these has the lowest orbital gap?
A: C53H44N4O4PS2SiSr